[1]
Computed, not measured: 5 unconnected molecules or ions with the total composition C2H16N2O4, with ωB97M-V/def2-TZVPD.

Calculated values
ΔE to the lowest compared entry with this formula, charge and spin: 53.1 kcal per mole
structure (SMILES): CNCN.O.O.O.O
HOMO level: -8.73 eV
orbital gap: 9.074 eV

Structure (ORCA input):
```
! RIJCOSX wB97M-V def2-TZVPD def2/J DEFGRID3
* xyz 0 1
H 1.58 -0.28 -1.45
H -2.34 0.69 2.84
H -1.82 -2.62 3.10
N -1.33 -0.98 1.83
H -0.43 -0.69 2.17
H 0.45 0.60 -0.76
H 2.21 1.87 0.88
H -1.03 -2.98 1.59
C -2.24 0.16 1.87
O 3.74 0.55 -2.66
H 3.35 0.29 -3.49
H 2.98 0.81 -2.11
H -2.07 1.05 -0.07
O 1.15 0.59 -1.41
H 1.37 -0.20 -3.95
H -3.27 -0.19 1.77
O 1.02 -1.07 -3.84
H -0.89 1.41 1.09
C -1.78 -2.32 2.04
N -1.85 1.17 0.91
H 0.32 -1.19 -3.20
O 1.83 2.55 0.33
H -2.76 -2.58 1.65
H 1.81 3.35 0.87
*
```

natural (NBO) atomic charge list, values in e, 5 entries:
1. H 0.481
2. H 0.160
3. H 0.162
4. N -0.667
5. H 0.360

[2]
Computed, not measured: a molecular structure, C2H16N7P2, with ωB97M-V/def2-TZVPD.

Calculated values
ΔE to the lowest compared entry with this formula, charge and spin: 0.0 kcal per mole
HOMO level: -13.41 eV
orbital gap: 11.063 eV

Structure (ORCA input):
```
! RIJCOSX wB97M-V def2-TZVPD def2/J DEFGRID3
* xyz 1 1
N 0.91 1.04 -0.68
P 0.77 -0.13 0.50
H 0.72 -2.31 -0.11
H -2.75 -2.49 0.17
N 1.84 0.24 1.73
H 1.79 1.00 -1.16
H 3.12 -2.49 0.23
H -3.39 -1.63 1.44
P -2.05 -0.32 0.16
H 1.71 1.16 2.13
C 0.49 2.41 -0.39
H -0.99 0.06 -1.80
N 1.30 -1.49 -0.23
H 0.33 2.93 -1.33
H -3.88 1.04 0.16
N -0.72 -0.26 1.07
H -0.44 2.37 0.16
C 2.71 -1.77 -0.48
H 2.83 -2.17 -1.49
N -3.07 -1.58 0.48
N -1.73 -0.53 -1.45
H 3.27 -0.84 -0.40
H -2.54 -0.56 -2.05
H 1.88 -0.45 2.47
N -2.91 1.08 0.43
H 1.23 2.97 0.19
H -2.79 1.47 1.36
*
```

natural (NBO) atomic charge list, values in e, 5 entries:
1. N -0.988
2. P 2.284
3. H 0.422
4. H 0.416
5. N -1.178

[3]
Computed, not measured: 5 unconnected molecules or ions with the total composition C2H16NO4S, with ωB97M-V/def2-TZVPD.

Calculated values
ΔE to the lowest compared entry with this formula, charge and spin: 15.2 kcal per mole
HOMO level: -12.52 eV
orbital gap: 9.292 eV

Structure (ORCA input):
```
! RIJCOSX wB97M-V def2-TZVPD def2/J DEFGRID3
* xyz 1 1
H 1.23 2.12 0.58
O 2.31 -2.91 -1.00
H 0.46 -0.30 1.10
H -0.34 -3.52 1.30
O -1.59 1.80 2.88
H -1.76 0.83 2.82
H -3.13 -1.49 -0.40
H 2.35 -3.33 -1.88
H 1.02 3.33 -2.98
O 0.06 -2.77 0.78
H -0.67 0.88 1.38
H -0.72 1.99 3.36
O -2.26 -1.32 -0.85
N -0.06 0.48 0.56
H -1.74 -2.05 -0.54
H -0.88 0.10 -0.08
H 3.08 -3.18 -0.51
H 1.56 0.98 -0.64
H 0.82 -3.19 0.29
C -0.08 2.28 -1.22
S 0.81 3.80 -1.78
C 0.78 1.50 -0.16
H -1.08 2.39 -0.93
H -0.19 1.58 -2.09
*
```

natural (NBO) atomic charge list, values in e, 5 entries:
1. H 0.220
2. O -0.972
3. H 0.466
4. H 0.489
5. O -0.932

[4]
Computed, not measured: 6 unconnected molecules or ions with the total composition C2H16O5, with ωB97M-V/def2-TZVPD.

Calculated values
ΔE to the lowest compared entry with this formula, charge and spin: 50.8 kcal per mole
structure (SMILES): CC.O.O.O.O.O
HOMO level: -11.14 eV
orbital gap: 11.454 eV

Structure (ORCA input):
```
! RIJCOSX wB97M-V def2-TZVPD def2/J DEFGRID3
* xyz 0 1
H -1.86 -2.17 1.03
H 0.04 -3.37 -1.02
O -1.31 -1.66 1.58
H 2.47 3.90 2.39
H 0.35 0.28 0.00
H 2.45 2.43 2.11
H -1.60 0.77 1.26
H 1.31 0.04 1.18
H 0.75 0.97 -3.09
O -0.14 1.10 -2.78
H 1.07 1.68 0.61
C 0.53 0.80 0.90
H -0.75 2.29 2.09
H -0.55 -0.98 -2.97
O -0.14 -4.19 -1.35
O 2.83 3.20 1.98
H -0.39 -3.89 -2.29
H -0.45 -1.88 1.22
O -1.16 -1.45 -2.42
C -0.73 1.18 1.73
H -2.03 -1.21 -2.74
H -0.58 0.49 2.65
H -0.10 1.67 -2.07
*
```

natural (NBO) atomic charge list, values in e, 5 entries:
1. H 0.470
2. H 0.453
3. O -0.928
4. H 0.466
5. H 0.213

[5]
Computed, not measured: 6 unconnected molecules or ions with the total composition C2H16O5, with ωB97M-V/def2-TZVPD.

Calculated values
ΔE to the lowest compared entry with this formula, charge and spin: 24.4 kcal per mole
structure (SMILES): CC.O.O.O.O.O
HOMO level: -10.78 eV
orbital gap: 11.251 eV

Structure (ORCA input):
```
! RIJCOSX wB97M-V def2-TZVPD def2/J DEFGRID3
* xyz 0 1
H 1.43 -1.88 -1.17
H -4.22 -1.13 -0.40
H -0.60 -2.89 -1.14
H -5.17 0.01 -0.13
H 2.20 2.70 3.08
O -3.25 2.74 1.34
H -0.80 -2.82 0.61
C -0.45 -2.24 -0.26
O 2.04 2.00 2.38
H 1.39 -2.81 0.30
H 3.54 -0.51 -3.44
O 2.27 1.58 -0.68
H -3.42 2.54 0.36
H 2.14 1.13 2.83
H 2.00 1.38 0.22
H 2.98 2.25 -0.58
H -1.23 -1.43 -0.41
H 1.28 -1.09 0.45
O 2.73 -0.45 -2.90
O -4.62 -0.68 0.36
C 1.00 -1.92 -0.15
H 2.83 0.34 -2.33
H -4.10 3.16 1.68
*
```

natural (NBO) atomic charge list, values in e, 5 entries:
1. H 0.232
2. H 0.466
3. H 0.201
4. H 0.461
5. H 0.487

[6]
Computed, not measured: 6 unconnected molecules or ions with the total composition C2H16O5S, with ωB97M-V/def2-TZVPD.

Calculated values
ΔE to the lowest compared entry with this formula, charge and spin: 8.2 kcal per mole
expectation value of S²: 0.753
HOMO level (spin up / spin down): -14.12 / -14.12 eV
orbital gap (spin up / spin down): 11.013 / 5.775 eV

Structure (ORCA input):
```
! RIJCOSX wB97M-V def2-TZVPD def2/J DEFGRID3
* xyz 1 2
H 0.51 1.23 -1.65
H 0.30 -2.59 0.04
H -0.86 0.03 2.40
S 1.82 -0.37 -2.70
O 0.58 -2.56 -0.89
H 3.07 1.67 3.86
H -2.42 -2.38 0.85
O -0.72 3.52 1.30
H -0.99 -0.45 -3.76
H -1.69 0.99 -3.13
O 3.12 0.74 3.62
H -0.36 -1.06 3.37
H 1.30 -1.44 -2.02
H -1.22 -0.32 -2.05
H -0.56 3.81 2.19
H 0.64 1.53 -3.46
C 0.48 0.82 -2.66
H -1.57 3.94 1.08
C -0.92 0.25 -2.92
H -0.21 -2.82 -1.36
H 3.47 0.83 2.72
H -1.14 -1.91 1.39
O -1.51 -2.71 0.95
O -1.10 -0.76 2.83
*
```

natural (NBO) atomic charge list, values in e, 5 entries:
1. H 0.290
2. H 0.525
3. H 0.477
4. S 0.658
5. O -0.961

[7]
Computed, not measured: 7 unconnected molecules or ions with the total composition C2H16O6, with ωB97M-V/def2-TZVPD.

Calculated values
ΔE to the lowest compared entry with this formula, charge and spin: 169.1 kcal per mole
HOMO level: -10.42 eV
orbital gap: 5.600 eV

Structure (ORCA input):
```
! RIJCOSX wB97M-V def2-TZVPD def2/J DEFGRID3
* xyz 0 1
H 1.87 -1.09 -2.77
O -2.58 0.84 -0.64
H -1.22 -1.27 -0.43
H -0.30 -0.41 0.23
H 1.78 -1.01 -1.00
O 2.28 1.49 -0.05
H -1.05 -0.84 1.65
O -0.13 -0.71 1.31
O 2.41 -0.64 2.01
O -0.19 0.63 -0.74
H 0.63 -2.01 -1.89
H 2.53 0.91 0.68
H 0.81 0.95 -2.48
H -1.26 0.71 -0.74
H 1.35 1.29 -0.22
O -2.77 -0.59 1.36
H 2.57 -0.51 2.95
C 0.26 0.14 -2.02
H 1.45 -0.73 1.86
H -2.74 -0.04 0.47
H -0.61 -0.09 -2.65
C 1.20 -1.06 -1.90
H -3.68 -0.86 1.54
H -2.98 1.70 -0.43
*
```

natural (NBO) atomic charge list, values in e, 5 entries:
1. H 0.239
2. O -1.130
3. H 0.463
4. H 0.418
5. H 0.244

[8]
Computed, not measured: 7 unconnected molecules or ions with the total composition C2H16O6, with ωB97M-V/def2-TZVPD.

Calculated values
ΔE to the lowest compared entry with this formula, charge and spin: 27.3 kcal per mole
expectation value of S²: 0.753
HOMO level (spin up / spin down): -14.76 / -14.75 eV
orbital gap (spin up / spin down): 9.270 / 4.537 eV

Structure (ORCA input):
```
! RIJCOSX wB97M-V def2-TZVPD def2/J DEFGRID3
* xyz 1 2
H 0.12 -0.81 1.97
H 1.19 1.42 -0.98
O 0.25 1.07 -1.28
H 0.62 -2.28 -1.94
O -2.74 0.78 -2.39
H -2.09 1.24 -1.82
H -0.57 1.32 0.72
H 2.40 -1.04 1.29
H -2.29 0.58 -3.13
O -2.20 -1.08 -0.20
H -1.96 1.49 1.46
H -2.27 -0.82 -1.12
H -2.83 -0.51 0.24
O 0.95 -1.57 -1.32
H 0.46 0.20 -1.64
O -0.02 -1.64 1.48
O -1.05 1.29 1.57
C 2.80 -0.07 1.06
H -0.98 -1.54 1.12
H 1.12 0.83 1.81
H 0.66 -1.79 -0.46
H 3.84 -0.14 0.62
C 2.16 0.99 1.52
H 2.41 2.05 1.44
*
```

natural (NBO) atomic charge list, values in e, 5 entries:
1. H 0.463
2. H 0.460
3. O -0.947
4. H 0.504
5. O -0.932

Let's list largest force on an atom in order: 1.86, 1.35, 3.54, 6.57, 2.99, 2.02, 3.72, 5.79 eV/A.
Let's list energy in order: -13502.629, -31340.924, -22842.446, -12569.206, -12570.348, -23397.507, -14611.854, -14607.578 eV.
Let's list M in order: 132.160, 200.147, 150.220, 120.145, 120.145, 152.212, 136.144, 136.144 u.